No. 1
Molecular formula: C3H4N2O2S
Method: DFT, ωB97M-V with the def2-TZVPD basis set

**Kohn-Sham gap**: 7.92 eV
**SMILES**: [H]/N=c1/[nH]c(S)c(O)o1
**Highest occupied orbital energy**: -0.2756 Eh
**LUMO level**: 0.4 eV
**Spin multiplicity**: 1

```
12
C3H4N2O2S | OMol25 | ωB97M-V with the def2-TZVPD basis set
S 2.5951 -0.9572 -0.0015
O 0.9772 2.0589 -0.0080
O -0.9658 0.7837 -0.0002
N -0.1646 -1.2697 -0.0049
N -2.5121 -1.0287 -0.0086
C -1.3350 -0.5665 0.0006
C 0.3934 0.8510 -0.0078
C 0.9313 -0.3781 -0.0026
H -0.1318 -2.2775 -0.0062
H 0.2758 2.7672 0.0175
H 3.1239 0.2812 0.0009
H -3.1873 -0.2642 0.0208
```

---

No. 2
Molecular formula: C3H4N2O2S
Method: DFT, ωB97M-V with the def2-TZVPD basis set

**Kohn-Sham gap**: 9.23 eV
**SMILES**: O/N=C1\C=NOCS1
**Highest occupied orbital energy**: -0.3356 Eh
**LUMO level**: 0.1 eV
**Spin multiplicity**: 1

```
12
C3H4N2O2S | OMol25 | ωB97M-V with the def2-TZVPD basis set
S 0.6933 0.7289 -1.1772
O -1.6871 -0.5488 -1.2501
O 1.3416 -0.3054 2.4863
N -1.5459 -1.1621 -0.0492
N 1.5040 0.3309 1.2625
C -1.1061 0.7407 -1.3781
C 0.5626 0.0684 0.4577
C -0.5768 -0.8262 0.7283
H -1.5616 1.4111 -0.6493
H -0.5420 -1.3462 1.6544
H -1.3536 1.0608 -2.3632
H 2.1436 -0.0343 2.9633
```

---

No. 3
Molecular formula: C3H4N2O2S
Method: DFT, ωB97M-V with the def2-TZVPD basis set

**Kohn-Sham gap**: 8.18 eV
**SMILES**: O/N=C1/CONC1=S
**Highest occupied orbital energy**: -0.3318 Eh
**LUMO level**: -0.8 eV
**Spin multiplicity**: 1

```
12
C3H4N2O2S | OMol25 | ωB97M-V with the def2-TZVPD basis set
S 1.2497 1.5503 -0.0426
O 2.2062 -1.2975 0.0762
O -2.2987 -0.0427 -0.1121
N -1.4768 1.0735 0.0785
N 0.8420 -1.7114 -0.1058
C -0.0921 -0.8243 -0.0491
C -0.2271 0.6440 0.1316
C -1.5767 -1.1906 0.0311
H -1.9470 -1.9814 -0.5359
H 2.1822 -0.2383 0.0021
H -1.9445 2.0516 -0.1217
H -1.7265 -1.2237 1.1334
```

---

No. 4
Molecular formula: C3H4N2O2S
Method: DFT, ωB97M-V with the def2-TZVPD basis set

**Kohn-Sham gap (alpha / beta)**: 7.46 / 7.46 eV
**Highest occupied orbital energy (alpha / beta)**: -0.3004 / -0.3004 Eh
**LUMO level (alpha / beta)**: -0.7 / -0.7 eV
**Spin multiplicity**: 1

```
12
C3H4N2O2S | OMol25 | ωB97M-V with the def2-TZVPD basis set
S -3.9884 -0.4011 -0.0666
O 1.2481 0.3311 -1.1873
O -1.4455 1.9018 -0.5129
N -0.1347 -1.4941 -0.7744
N -1.5003 0.8383 0.2265
C 0.2840 -0.3516 -0.4956
C -2.5505 0.1309 -0.0099
C -0.1899 0.3334 0.7283
H 0.4513 1.2310 0.9777
H -0.1839 -0.2785 1.6258
H 0.2409 -1.9154 -1.7046
H 1.4346 1.1813 -0.8110
```

---

No. 5
Molecular formula: C3H4N2O2S2
Method: DFT, ωB97M-V with the def2-TZVPD basis set

**Kohn-Sham gap**: 7.65 eV
**Highest occupied orbital energy**: -0.3067 Eh
**LUMO level**: -0.7 eV
**Spin multiplicity**: 1

```
13
C3H4N2O2S2 | OMol25 | ωB97M-V with the def2-TZVPD basis set
S -1.7304 -1.0415 -1.7501
S -2.4460 -1.4791 0.2125
O 0.6372 0.6094 2.5618
O 1.6770 1.2434 0.7517
N 1.1517 0.0182 -1.4722
N 0.7574 0.7147 1.3452
C -1.2450 -0.6441 1.1317
C -0.0606 0.3727 -0.9459
C -0.2331 0.0882 0.5183
H -0.5125 1.3274 -1.0653
H 1.5806 -0.8564 -1.1926
H -1.0569 -0.7713 2.2727
H 1.4805 0.4184 -2.3679
```

---

No. 6
Molecular formula: C3H4N2O3
Method: DFT, ωB97M-V with the def2-TZVPD basis set

**Kohn-Sham gap**: 10.16 eV
**SMILES**: O=C1CNNC(=O)O1
**Highest occupied orbital energy**: -0.3555 Eh
**LUMO level**: 0.5 eV
**Spin multiplicity**: 1

```
12
C3H4N2O3 | OMol25 | ωB97M-V with the def2-TZVPD basis set
O 0.0733 -1.4201 -0.5957
O -2.1548 -1.4949 -0.0076
O 2.1442 -1.5445 0.2833
N 1.2014 0.4665 -0.1744
N 0.0559 1.2714 -0.3401
C -0.9623 0.6867 0.4546
C -1.1903 -0.8494 -0.0932
C 1.1435 -0.9228 0.0596
H -2.0505 0.8870 0.4407
H 2.2130 1.0306 -0.1488
H -0.3725 0.6905 1.4845
H -0.1009 1.1989 -1.3629
```

---

Calculated values (kJ/mol) of relative energy (zero: lowest compared OMol25 entry of this formula, charge and spin) for the records, taken in order: 147.66, 432.32, 569.30, 494.13, 429.83, 283.73.